[1]
This record from the Open Molecules 2025 dataset describes a 2-piece molecular cluster, C3H9NS overall in a non-equilibrium geometry. The level of theory is ωB97M-V with the def2-TZVPD basis set.

Calculated values
Orbital gap   8.2 eV
Net charge   0
HOMO   -7.433 eV

Structure (XYZ):
```
14
Properties=species:S:1:pos:R:3:mulliken_charge:R:1
C -2.152 0.858 -0.799 -0.3009
C -0.579 -1.675 0.088 -0.8620
C -1.870 0.752 0.593 -0.5293
N 3.188 0.534 0.302 -0.6534
S -0.467 0.162 -0.355 0.1057
H -2.760 0.169 -1.201 0.2374
H -1.996 1.761 -1.392 0.2445
H -1.264 -2.258 -0.626 0.2464
H 0.294 -2.311 0.166 0.3701
H -0.960 -1.771 1.116 0.3204
H 3.105 0.807 1.288 0.2168
H 4.131 0.236 0.168 0.2261
H -1.621 1.716 1.060 0.1537
H 3.040 1.464 -0.223 0.2244
```

[2]
This record from the Open Molecules 2025 dataset describes C28H20OP2RhS6 as an isolated structure. The level of theory is ωB97M-V with the def2-TZVPD basis set.

Calculated values
Orbital gap (alpha / beta)   6.2 / 5.7 eV
Spin multiplicity   5
Net charge   -1
HOMO (alpha / beta)   -3.581 / -4.924 eV

Structure (XYZ):
```
58
Properties=species:S:1:pos:R:3:mulliken_spin:R:1
Rh -1.416 -1.880 -1.351 2.1564
S 0.003 -3.198 0.053 0.2413
P 0.233 -1.297 0.827 -0.0472
C -0.320 -0.027 -0.051 0.1184
P 0.068 0.560 -1.535 -0.0070
S -0.378 -0.659 -3.134 0.2670
C 1.823 1.075 -1.624 0.0032
C 2.790 0.148 -1.999 -0.0012
C 4.138 0.445 -1.874 -0.0006
C 4.536 1.680 -1.382 0.0049
C 3.577 2.615 -1.013 0.0003
C 2.230 2.310 -1.129 0.0004
C -0.790 2.132 -1.846 -0.0014
C -1.555 2.714 -0.847 0.0057
C -2.199 3.923 -1.075 0.0028
C -2.073 4.556 -2.300 0.0010
C -1.306 3.975 -3.306 0.0049
C -0.672 2.766 -3.080 0.0187
C 1.984 -1.090 1.336 -0.0133
C 2.957 -2.047 1.087 0.0073
C 4.290 -1.795 1.388 0.0074
C 4.658 -0.578 1.940 0.0015
C 3.688 0.386 2.190 0.0038
C 2.363 0.132 1.888 0.0171
C -0.621 -1.349 2.433 -0.0050
C -0.161 -2.187 3.446 0.0077
C -0.820 -2.239 4.662 0.0046
C -1.953 -1.459 4.872 0.0003
C -2.414 -0.628 3.865 -0.0060
C -1.745 -0.567 2.650 0.0177
H 2.479 -0.819 -2.380 -0.0083
H 4.878 -0.294 -2.155 0.0001
H 5.589 1.911 -1.282 0.0007
H 3.878 3.580 -0.626 0.0000
H 1.491 3.041 -0.822 -0.0065
H -1.636 2.194 0.101 -0.0050
H -2.802 4.370 -0.294 -0.0001
H -2.576 5.498 -2.480 0.0000
H -1.210 4.461 -4.269 -0.0001
H -0.088 2.304 -3.869 0.0062
H 2.670 -2.992 0.641 -0.0050
H 5.038 -2.549 1.181 0.0002
H 5.697 -0.374 2.167 0.0002
H 3.970 1.344 2.610 0.0000
H 1.612 0.896 2.056 -0.0056
H 0.714 -2.806 3.281 0.0006
H -0.453 -2.891 5.445 0.0001
H -2.473 -1.504 5.821 -0.0001
H -3.298 -0.022 4.022 -0.0004
H -2.081 0.085 1.851 0.0072
O -8.078 -3.753 -2.399 0.0375
C -6.927 -3.434 -2.261 0.0187
S -6.407 -2.076 -1.248 0.0215
C -4.684 -2.230 -1.482 0.1846
C -4.266 -3.297 -2.310 0.0766
S -2.691 -3.676 -2.704 0.4748
S -5.561 -4.286 -2.973 -0.0010
S -3.698 -1.099 -0.713 0.3923
```

[3]
This record from the Open Molecules 2025 dataset describes C6H7N3OS as an isolated structure in a non-equilibrium geometry. The level of theory is ωB97M-V with the def2-TZVPD basis set.

Calculated values
Orbital gap   8.4 eV
Net charge   0
HOMO   -8.287 eV

Structure (XYZ):
```
18
Properties=species:S:1:pos:R:3:mulliken_charge:R:1
C 1.298 -0.736 -1.934 0.2214
C 0.456 -1.471 0.182 -0.3794
C -0.100 1.437 1.333 0.7787
C -0.809 0.232 -1.049 -0.2664
C 0.438 -0.620 -0.880 0.1120
C 0.639 0.928 2.400 -0.9384
N 2.019 -0.967 -2.801 -0.5625
N -0.467 -1.311 1.111 -0.6953
N -1.736 -0.224 -1.982 -0.5896
O -0.238 2.483 0.822 -0.4708
S -1.328 0.038 0.760 0.0807
H 1.089 -2.337 0.329 0.5341
H -0.648 1.220 -1.232 0.6566
H 0.085 0.764 3.342 0.3114
H 1.419 1.653 2.673 0.3521
H 1.109 -0.042 2.030 0.2475
H -1.676 0.162 -2.848 0.2883
H -1.549 -1.212 -2.255 0.3195
```

[4]
This record from the Open Molecules 2025 dataset describes a 14-piece molecular cluster, C58H155N11O18 overall in a non-equilibrium geometry. The level of theory is ωB97M-V with the def2-TZVPD basis set.

Calculated values
Orbital gap   8.4 eV
Net charge   0
HOMO   -8.258 eV

Structure (XYZ):
```
242
Properties=species:S:1:pos:R:3:mulliken_charge:R:1
C -24.921 -17.481 1.364 -0.9720
C -23.896 -16.719 2.134 -0.0872
O -22.631 -17.178 1.712 -0.4588
H -25.898 -17.082 1.637 0.4509
H -24.926 -18.516 1.704 0.2640
H -24.800 -17.440 0.281 -0.0120
H -24.037 -17.054 3.162 0.3547
H -24.055 -15.642 2.094 0.1520
H -22.054 -16.685 2.300 0.0363
C -22.773 -12.643 1.994 -0.5840
C -21.815 -11.781 2.782 -0.1043
O -21.132 -12.609 3.657 -0.4474
H -23.228 -12.065 1.190 0.2764
H -23.542 -13.038 2.658 0.3876
H -22.263 -13.541 1.647 -0.1989
H -22.369 -10.977 3.266 0.3971
H -21.172 -11.297 2.046 0.0272
H -20.421 -12.056 3.989 0.2830
C -24.389 -11.805 -7.153 -1.0906
C -24.135 -10.512 -6.372 -0.3611
O -23.383 -10.844 -5.195 -0.4633
H -24.729 -12.622 -6.517 0.3186
H -23.569 -12.217 -7.741 0.1307
H -25.161 -11.679 -7.912 0.4316
H -25.041 -10.008 -6.033 0.3559
H -23.611 -9.768 -6.972 0.2843
H -24.003 -10.939 -4.469 0.3264
C -13.753 -16.564 -7.512 -0.6310
O -14.639 -16.458 -6.403 -0.3378
C -14.387 -15.332 -5.593 -0.1122
C -15.425 -15.227 -4.418 -0.3690
N -14.937 -14.283 -3.404 -0.4200
C -15.899 -14.167 -2.310 -0.2011
C -15.409 -13.070 -1.332 0.2909
O -15.300 -11.847 -2.025 -0.1835
C -14.907 -10.754 -1.250 -0.5210
H -12.720 -16.333 -7.254 0.3006
H -14.126 -15.866 -8.261 0.1628
H -13.708 -17.575 -7.918 0.2757
H -14.469 -14.344 -6.047 -0.0456
H -13.393 -15.435 -5.158 0.3784
H -15.606 -16.196 -3.953 0.4144
H -16.363 -14.827 -4.805 0.1038
H -14.793 -13.381 -3.835 0.3127
H -16.011 -15.065 -1.703 0.2258
H -16.860 -13.956 -2.781 0.0790
H -14.488 -13.252 -0.778 0.3666
H -16.160 -12.994 -0.545 -0.6077
H -13.845 -10.752 -1.005 0.3003
H -15.502 -10.664 -0.341 0.0271
H -15.039 -9.848 -1.840 0.2119
C -14.169 -13.020 -8.402 -0.7996
O -14.336 -12.226 -7.222 -0.5140
C -15.535 -11.425 -7.198 -0.1083
C -15.490 -10.420 -6.036 -0.2483
N -16.437 -9.314 -6.278 -0.5474
C -16.630 -8.478 -5.094 -0.1396
C -17.779 -7.551 -5.308 -1.1088
O -18.984 -8.259 -5.047 0.1685
C -20.245 -7.601 -5.284 -0.6985
H -14.098 -12.413 -9.304 0.4208
H -14.931 -13.794 -8.496 0.2530
H -13.214 -13.542 -8.330 0.2910
H -16.431 -12.045 -7.189 -0.0646
H -15.567 -10.929 -8.168 0.4490
H -14.429 -10.178 -5.978 0.4769
H -15.896 -10.972 -5.188 -0.1310
H -17.374 -9.655 -6.438 0.4449
H -15.705 -7.902 -5.100 0.5737
H -16.727 -8.992 -4.138 -0.2570
H -17.653 -7.109 -6.296 0.3868
H -17.658 -6.738 -4.592 0.4526
H -20.282 -7.142 -6.272 0.3870
H -20.468 -6.763 -4.624 0.2874
H -21.114 -8.252 -5.192 -0.0625
C -19.007 -10.931 -3.084 0.1507
O -19.425 -12.243 -3.416 0.0338
C -20.783 -12.568 -3.176 1.1245
C -21.145 -13.983 -3.671 -2.1539
N -20.539 -15.081 -2.882 0.6663
C -21.234 -15.251 -1.607 -1.0777
C -20.453 -16.162 -0.649 0.1189
O -19.099 -15.703 -0.606 -0.9527
C -18.954 -14.529 0.189 0.5262
H -17.998 -10.650 -3.387 -0.2760
H -19.023 -10.833 -1.999 -0.0015
H -19.762 -10.247 -3.473 0.0256
H -21.394 -11.873 -3.751 -0.2705
H -21.041 -12.386 -2.133 -0.2765
H -20.732 -14.213 -4.653 0.4956
H -22.229 -14.092 -3.641 0.4556
H -19.604 -14.720 -2.753 -0.0275
H -22.238 -15.609 -1.834 0.9189
H -21.493 -14.380 -1.004 -0.1975
H -20.574 -17.181 -1.016 -0.5579
H -20.819 -16.040 0.370 0.5197
H -17.894 -14.300 0.076 -0.5900
H -19.170 -14.587 1.256 0.0667
H -19.429 -13.631 -0.205 0.1247
C -18.146 -8.273 -0.492 0.0650
O -18.865 -7.144 0.037 -0.4114
C -18.330 -5.887 -0.473 -0.3765
C -19.262 -4.742 -0.031 -0.5095
N -18.619 -3.446 -0.274 -0.3698
C -19.362 -2.407 0.459 -0.6604
C -20.626 -2.017 -0.290 -0.6459
O -21.691 -2.934 -0.073 -0.2430
C -22.904 -2.570 -0.650 -0.7819
H -18.340 -9.176 0.087 -0.2862
H -17.080 -8.165 -0.694 0.4320
H -18.694 -8.372 -1.429 0.0237
H -18.193 -5.851 -1.554 0.0892
H -17.326 -5.753 -0.070 0.3407
H -19.562 -4.838 1.013 0.2892
H -20.181 -4.712 -0.617 0.2875
H -18.847 -3.228 -1.233 0.2739
H -18.681 -1.555 0.458 0.3305
H -19.468 -2.691 1.506 0.3459
H -20.484 -1.801 -1.349 0.4177
H -20.941 -1.056 0.115 0.4819
H -23.353 -1.724 -0.129 0.2943
H -23.628 -3.382 -0.585 0.2388
H -22.807 -2.288 -1.698 0.3268
C -22.400 -9.388 -0.533 -1.7924
C -22.962 -10.032 -1.804 1.4804
C -24.468 -9.764 -2.009 -1.1962
O -25.085 -10.560 -3.060 -0.3371
C -26.470 -10.243 -3.370 -0.9856
N -22.357 -9.254 -2.901 -0.1420
H -21.334 -9.615 -0.526 0.2197
H -22.805 -9.890 0.346 0.3556
H -22.553 -8.320 -0.376 0.4317
H -22.801 -11.110 -1.787 -0.2542
H -24.804 -8.748 -2.213 0.4828
H -25.038 -10.008 -1.113 0.4007
H -26.593 -9.312 -3.925 0.3577
H -27.020 -9.963 -2.472 0.3691
H -26.886 -11.035 -3.993 0.2918
H -22.607 -9.618 -3.810 -0.0427
H -22.754 -8.325 -2.881 0.4140
C -19.757 -19.265 -3.808 -1.2742
C -21.165 -18.742 -4.228 0.1817
C -22.210 -18.731 -3.104 0.1565
O -23.489 -18.376 -3.593 -0.5024
C -24.511 -18.208 -2.596 -0.4224
N -20.971 -17.399 -4.745 -0.6564
H -19.783 -20.255 -3.355 0.3667
H -19.292 -18.697 -3.002 0.0795
H -19.019 -19.248 -4.611 0.4153
H -21.543 -19.194 -5.145 0.3445
H -21.999 -18.101 -2.240 -0.0892
H -22.355 -19.760 -2.774 0.4929
H -25.506 -18.168 -3.041 0.3656
H -24.274 -17.350 -1.968 0.1343
H -24.648 -19.034 -1.899 0.0535
H -20.389 -16.940 -4.060 0.1945
H -21.815 -16.866 -4.594 0.2842
C -20.549 -10.265 -8.082 -1.6639
C -19.800 -11.434 -7.437 1.3504
C -19.027 -12.410 -8.427 -0.6388
O -19.888 -13.203 -9.292 -0.4499
C -20.726 -14.079 -8.662 -0.5098
N -18.924 -10.932 -6.377 1.0943
H -20.973 -9.494 -7.439 0.1273
H -21.336 -10.664 -8.723 0.4683
H -19.867 -9.776 -8.776 0.3469
H -20.668 -11.915 -6.986 -0.2948
H -18.426 -13.117 -7.856 0.4242
H -18.301 -11.956 -9.103 0.1549
H -20.190 -15.000 -8.430 0.3036
H -21.470 -14.464 -9.359 0.2668
H -21.231 -13.756 -7.752 0.0912
H -18.830 -11.664 -5.687 -0.4295
H -19.476 -10.239 -5.893 -0.4329
C -19.467 -21.065 -0.107 -1.9405
C -20.673 -20.118 0.032 2.4785
C -22.117 -20.748 0.182 -0.6466
O -22.355 -21.742 -0.915 -0.3880
C -23.697 -22.213 -0.935 -0.7755
N -20.476 -19.234 1.155 -0.0802
H -19.390 -21.816 0.679 0.3739
H -18.547 -20.485 -0.171 0.4317
H -19.603 -21.530 -1.084 0.4821
H -20.710 -19.476 -0.848 -1.8439
H -22.906 -19.998 0.127 0.2510
H -22.210 -21.254 1.143 0.6599
H -24.473 -21.452 -1.022 0.2087
H -23.887 -22.745 -0.002 0.3690
H -23.893 -22.921 -1.741 0.2754
H -21.287 -18.646 1.282 -0.1573
H -20.498 -19.876 1.935 0.3443
C -14.611 -14.196 3.070 -0.5786
C -14.430 -12.696 3.015 0.4885
C -15.779 -11.879 2.842 -1.0376
O -16.415 -12.349 1.670 0.6007
C -17.487 -11.548 1.285 -1.1267
N -13.632 -12.264 4.167 -0.7919
H -15.301 -14.505 2.285 -0.3718
H -15.028 -14.410 4.054 0.2346
H -13.623 -14.638 2.943 0.3581
H -13.893 -12.497 2.087 0.3041
H -15.501 -10.827 2.777 0.3493
H -16.411 -12.112 3.699 0.2527
H -17.747 -11.742 0.245 -0.1222
H -17.282 -10.489 1.442 0.6152
H -18.363 -11.897 1.833 0.2888
H -12.709 -12.644 4.012 0.3407
H -14.060 -12.825 4.890 0.3543
C -15.997 -16.968 1.492 -0.8880
C -16.995 -18.065 1.188 0.8200
C -16.855 -19.316 2.005 -0.8970
O -15.655 -19.987 1.610 -0.3805
C -15.310 -21.027 2.429 -0.9533
N -18.310 -17.470 1.398 0.6037
H -16.076 -16.128 0.801 -0.0930
H -14.972 -17.338 1.505 0.6211
H -16.101 -16.598 2.512 -0.2801
H -17.005 -18.368 0.141 0.6740
H -17.617 -20.004 1.640 0.2026
H -16.955 -19.027 3.051 0.5861
H -15.600 -21.033 3.479 0.3295
H -14.259 -21.183 2.676 0.3590
H -15.587 -22.049 2.167 0.3233
H -18.468 -16.817 0.644 0.0022
H -19.012 -18.181 1.255 -0.0830
C -18.033 -14.886 4.382 -0.5837
C -17.898 -16.269 5.094 0.3387
C -18.539 -16.195 6.562 -1.1255
O -17.811 -15.491 7.535 -0.3590
C -16.655 -16.195 8.043 -0.7271
N -18.662 -17.232 4.364 -0.5717
H -17.525 -14.062 4.883 0.4212
H -19.075 -14.621 4.206 0.3734
H -17.571 -14.984 3.399 -0.2426
H -16.871 -16.627 5.167 0.5473
H -18.672 -17.249 6.803 0.5101
H -19.529 -15.743 6.509 0.3033
H -16.868 -17.162 8.500 0.3020
H -16.204 -15.555 8.801 0.2843
H -15.868 -16.168 7.289 0.2656
H -19.558 -16.773 4.278 0.2282
H -18.368 -17.280 3.399 0.0739
```

For reference, E_tot by record: -572.4951, -4336.7301, -870.4264, -4258.9398 hartree.
For reference, relative energy (zero: lowest compared OMol25 entry of this formula, charge and spin) by record: 380.6, 0.0, 272.6, 0.0 kJ/mol.
For reference, M by record: 91.18, 729.72, 169.21, 1294.94 g mol⁻¹.